1.
The following is a quantum chemistry calculation of C5H8O2 in the gas phase, from the OMol25 dataset.

```
15
Properties=species:S:1:pos:R:3:forces:R:3
C 0.523415 -2.042825 0.971244 0.008 -0.036 -0.002
C 0.710783 -0.574010 0.583524 0.110 0.099 0.036
C -0.508610 -0.075020 -0.208992 -0.203 0.096 0.316
C -0.595260 1.394323 -0.473046 -0.099 0.378 0.526
O -1.074137 2.102567 0.393134 0.420 0.286 -0.474
C -0.287966 2.091508 -1.788983 0.133 -0.067 -0.432
O -0.222536 1.534410 -2.854435 0.032 0.146 0.520
H -0.413214 -2.191340 1.521447 0.147 0.063 -0.079
H 1.343978 -2.393199 1.605852 -0.107 0.074 -0.107
H 0.490536 -2.684880 0.083385 0.001 0.111 0.116
H 1.644936 -0.462313 0.021527 -0.158 0.046 -0.029
H 0.802061 0.037706 1.487820 0.043 -0.057 -0.105
H -0.650033 -0.686140 -1.115240 -0.273 0.266 0.410
H -1.336137 -0.032089 0.521622 -0.067 -1.336 -0.525
H -0.216271 3.188935 -1.655063 0.012 -0.069 -0.172
```
Forces are in eV/Å.

Orbital gap: 9.45 eV
Structure (SMILES): CCCC(=O)C=O
ΔE to the lowest compared entry with this formula, charge and spin: 1.166 eV
Highest occupied orbital energy: -9.908 eV
Net charge: 0
Electronic energy: -345.7621 Eh

2.
The following is a quantum chemistry calculation of 13 unconnected molecules or ions with the total composition C40H113N7O13, from the OMol25 dataset.

```
173
Properties=species:S:1:pos:R:3:forces:R:3
C -4.088177 5.546825 -2.694336 -1.161 -0.479 0.281
C -2.999887 4.573492 -3.051552 0.939 2.143 0.721
C -2.994482 3.352968 -2.258736 -0.996 -1.254 1.046
O -3.031768 4.180122 -4.361144 -0.257 -0.276 -2.270
H -4.147218 6.429156 -3.331599 0.323 -0.009 -0.135
H -3.954786 5.879632 -1.664989 -0.103 0.027 0.017
H -5.035633 5.016458 -2.790006 -0.342 0.157 0.172
H -2.124466 5.193895 -2.859604 0.920 -0.362 -0.011
H -2.321002 2.572319 -2.612474 0.736 0.544 0.440
H -3.947343 2.843505 -2.402218 -0.474 0.144 0.166
H -2.928149 3.625483 -1.205436 0.426 -0.564 0.090
H -3.193076 4.968216 -4.885057 0.039 -0.085 -0.401
C 0.922076 -0.510729 -0.306294 -0.580 -0.911 -1.309
C -0.490534 0.110459 -0.178855 1.927 -0.345 2.012
C -1.172364 0.242154 -1.489430 -1.798 -0.407 -0.895
O -1.285721 -0.707722 0.720160 0.833 0.537 -0.402
H 0.775730 -1.507237 -0.722977 -0.122 -0.373 -0.081
H 1.556681 -0.693350 0.560902 -0.393 0.635 0.358
H 1.475911 -0.008074 -1.099215 0.259 0.419 0.222
H -0.309031 1.022207 0.390237 -0.517 0.573 -0.376
H -0.820959 0.733496 -2.396729 1.102 0.134 0.495
H -2.155987 0.697359 -1.373790 -0.180 0.045 0.419
H -1.398091 -0.781384 -1.788613 0.039 -0.253 -0.292
H -2.053363 -1.042278 0.250695 -0.500 -0.361 -0.175
C 1.537722 2.812231 -3.067062 -0.552 1.989 -0.113
C 2.976079 3.105046 -2.705222 -0.263 -0.550 -0.478
C 3.244326 4.080979 -1.617370 -0.763 0.443 1.870
O 3.456840 1.837888 -2.346906 1.520 -0.467 0.278
H 1.013171 2.495049 -2.165762 -0.188 -0.028 -0.121
H 1.373387 2.119805 -3.892680 0.510 -0.227 0.240
H 1.149671 3.758170 -3.444834 -0.720 0.156 0.163
H 3.504324 3.490738 -3.577171 0.159 -0.100 -0.440
H 4.291307 4.265055 -1.376454 0.123 0.170 -0.771
H 2.896897 3.731184 -0.645238 -0.358 -0.641 0.076
H 2.661174 4.997874 -1.703026 0.375 0.273 -0.521
H 3.462622 1.413967 -3.208220 -0.132 -1.026 0.162
C 4.929161 -2.262213 0.016007 0.765 0.806 -0.469
C 5.874703 -1.582857 -1.036342 -0.853 -0.646 0.019
C 5.679757 -2.239775 -2.386549 -0.352 -0.072 -0.160
O 5.668451 -0.172688 -1.112686 0.446 -0.360 0.323
H 5.035582 -1.751402 0.973014 -0.140 0.137 -0.099
H 5.073826 -3.325183 0.209090 0.446 -0.005 -0.297
H 3.906640 -2.185883 -0.353771 -0.167 0.245 0.029
H 6.937851 -1.702840 -0.827969 -0.075 0.059 0.622
H 6.359077 -1.775772 -3.101607 -0.020 -0.281 -0.179
H 4.654236 -2.154457 -2.745885 -0.180 0.466 -0.039
H 5.804310 -3.320322 -2.315787 0.544 -0.013 -0.034
H 4.824393 0.037252 -1.518983 -0.346 0.014 -0.034
O -0.070795 -3.145891 2.340644 -0.933 -0.214 0.319
H 0.884301 -3.167333 2.280917 1.014 -0.186 -0.123
H -0.344924 -2.596985 1.605931 -0.242 0.459 -0.238
O -2.066406 1.216419 -5.124714 -0.201 -0.196 0.275
H -2.276334 1.910528 -4.499911 -0.123 0.415 0.109
H -2.469276 1.501805 -5.944775 -0.103 0.150 -0.222
C 4.931957 -3.698004 3.196101 0.188 -0.464 1.572
C 3.429132 -3.545668 3.419724 0.846 0.321 -1.284
C 3.112443 -2.291828 4.303003 -0.787 -0.535 0.354
O 3.318451 -2.441334 5.698940 1.539 1.092 -0.369
C 2.413128 -3.186695 6.422277 -1.022 -0.707 -0.430
N 2.814365 -3.382979 2.092191 -1.066 0.683 0.698
H 5.160797 -4.591936 2.615897 -0.110 0.339 -0.666
H 5.386165 -3.970765 4.148672 0.279 0.436 0.327
H 5.375907 -2.770305 2.835028 0.125 -0.295 -0.177
H 3.099751 -4.530009 3.752429 -0.507 0.369 0.780
H 2.107008 -1.902241 4.143591 -0.585 -0.583 -0.186
H 3.696793 -1.420597 4.007065 0.689 -0.306 -0.114
H 2.425875 -4.198301 6.016599 -0.147 -0.463 0.523
H 1.388167 -2.829639 6.321931 -0.273 0.257 -0.241
H 2.618259 -3.144579 7.491968 0.502 -0.126 -0.189
H 3.001948 -4.155629 1.469359 0.135 0.002 -0.147
H 3.150459 -2.527678 1.673135 0.056 -0.085 -0.231
C 4.087056 5.359140 2.855892 -0.526 0.159 -0.206
C 3.595249 4.210863 3.710578 -0.392 -1.461 -0.059
C 3.085668 2.950703 2.932062 0.108 0.435 1.193
O 2.012071 2.328208 3.712507 0.266 0.984 -1.359
C 1.331736 1.302737 2.949909 1.279 1.045 0.737
N 4.587561 3.799877 4.698505 0.074 0.146 -0.621
H 3.167441 5.781727 2.451139 0.194 0.333 -0.441
H 4.782733 5.132556 2.047920 -0.086 -0.417 0.030
H 4.568536 6.140237 3.444247 -0.077 -0.058 0.252
H 2.693077 4.528116 4.233583 -0.287 0.390 -0.030
H 3.892862 2.224394 2.837063 0.215 -0.063 -0.096
H 2.800971 3.263873 1.927585 -0.607 -0.171 -0.096
H 1.134666 1.658237 1.938532 -0.162 -0.078 -0.043
H 0.406225 1.116970 3.494903 0.166 -0.535 -0.212
H 2.059086 0.491964 2.908547 -0.591 -0.663 -0.134
H 4.707265 4.614453 5.283519 0.257 -0.262 0.574
H 4.178879 3.036941 5.219086 0.131 0.029 0.473
C -4.946623 -2.298143 -1.780241 -0.474 0.749 1.085
C -4.915268 -2.560796 -0.272598 0.422 -0.098 -0.019
C -5.467229 -3.862692 0.219585 -3.545 0.139 -0.682
O -6.962836 -3.780876 0.176068 1.031 -0.870 -1.157
C -7.583424 -5.064021 0.255916 -0.170 0.432 1.536
N -3.520155 -2.579650 0.094545 1.179 -0.434 0.856
H -6.004291 -2.283801 -2.043329 0.253 -0.121 -0.782
H -4.267220 -2.911159 -2.372474 -0.500 -0.700 0.105
H -4.490955 -1.315158 -1.899423 -0.395 0.311 -0.090
H -5.417332 -1.780701 0.299658 -0.050 0.325 -0.273
H -5.336252 -4.031791 1.288392 0.971 -0.218 -0.105
H -5.133889 -4.634072 -0.474646 0.130 -0.538 0.395
H -8.541173 -4.903808 0.751031 -0.168 0.104 -0.152
H -7.032146 -5.686478 0.960722 0.244 -0.250 0.023
H -7.789840 -5.671671 -0.625134 0.480 0.533 -0.645
H -3.137960 -3.428074 -0.298126 0.446 0.074 -1.181
H -3.485513 -2.958510 1.030155 0.149 0.736 1.067
C 1.007318 -1.859653 -4.789571 1.295 -0.946 1.146
C 0.990917 -0.393669 -5.163756 1.080 -0.567 -1.041
C 2.397757 0.035559 -5.673160 -0.525 -0.529 0.474
O 3.324815 0.098216 -4.602316 -0.132 0.205 0.431
C 4.566745 0.683214 -4.978642 -0.459 -0.993 -0.394
N 0.068993 -0.169493 -6.245705 -0.508 0.703 -0.290
H 0.065457 -2.354829 -4.553360 -0.199 0.511 0.174
H 1.720743 -2.031859 -3.983669 -0.327 0.266 0.829
H 1.518049 -2.536807 -5.474201 -0.266 0.399 -1.130
H 0.676296 0.249293 -4.341731 0.186 -0.194 0.222
H 2.367590 0.958143 -6.252830 -0.231 0.385 0.294
H 2.684925 -0.734005 -6.389687 0.348 -0.231 -0.182
H 4.363321 1.670520 -5.393308 0.396 0.196 -0.060
H 4.988466 0.008983 -5.724067 0.450 0.319 -0.296
H 5.225942 0.699635 -4.110714 -0.115 0.184 -0.017
H -0.187659 -1.006067 -6.750041 0.094 -0.132 0.154
H -0.735643 0.203106 -5.762143 -0.435 -0.011 -0.739
C 3.064616 -4.684597 -3.182254 -0.104 0.102 -0.242
C 1.944142 -4.526731 -2.117831 -0.259 -0.495 -0.160
C 0.619662 -5.214786 -2.487417 -0.134 0.673 -1.828
O -0.498238 -4.599645 -1.863129 0.849 0.462 0.362
C -1.685679 -5.296673 -1.643771 0.273 -1.220 0.771
N 2.324373 -5.123558 -0.840228 0.322 -0.126 0.701
H 3.222863 -3.794307 -3.790887 -0.474 0.159 0.002
H 2.880889 -5.490381 -3.892931 -0.236 -0.196 0.076
H 4.071235 -4.857236 -2.801429 -0.238 -0.184 0.655
H 1.697294 -3.470857 -2.007014 0.200 0.102 0.305
H 0.723536 -6.276130 -2.261905 -0.312 -0.225 0.054
H 0.515673 -5.082203 -3.564317 -0.312 -0.322 -0.396
H -2.382157 -5.361544 -2.479718 -0.089 0.653 -0.139
H -2.099437 -4.927149 -0.705497 -0.390 0.485 -0.406
H -1.539989 -6.337761 -1.355673 0.577 -0.446 -0.199
H 2.682008 -6.048116 -1.033596 0.874 -0.172 -0.366
H 1.449466 -5.441627 -0.448485 -0.424 0.648 0.882
C -2.683616 0.048964 3.587351 -0.805 -0.566 -0.936
C -4.008457 -0.359042 2.788214 0.969 0.921 -0.623
C -5.029970 -0.887936 3.688726 -2.534 -1.039 2.475
O -6.443867 -0.879355 3.183628 1.095 0.269 2.011
C -7.434123 -1.078893 4.256465 -0.843 -1.074 -2.068
N -4.620049 0.809099 2.111251 0.909 0.270 -0.273
H -2.031926 0.611352 2.918686 -0.320 0.374 0.004
H -2.034517 -0.781558 3.864847 -0.431 -0.505 -0.070
H -2.906975 0.572626 4.516862 -0.148 0.346 -0.188
H -3.751350 -1.112199 2.043397 0.158 0.331 -0.187
H -4.983646 -0.296769 4.603319 -0.391 0.437 0.148
H -4.881475 -1.898258 4.069914 0.398 -0.354 -0.335
H -8.172083 -1.672894 3.717324 -0.215 -0.223 -0.004
H -8.059572 -0.244840 4.574675 0.927 0.834 -0.032
H -7.229923 -1.711025 5.120648 1.095 0.216 -0.034
H -5.552135 0.577085 1.799028 -0.056 -0.411 -0.213
H -4.817264 1.518243 2.802858 0.280 0.291 0.328
C -0.830488 4.017149 1.537825 0.877 -0.221 -2.369
C -1.052114 4.759482 2.820319 1.563 -0.464 -1.314
C -2.138130 5.855427 2.694030 0.260 -0.638 0.364
O -1.849432 6.866661 1.690332 -0.956 -0.054 1.909
C -2.621881 8.049538 2.027234 1.477 0.909 -1.497
N -1.311770 3.654037 3.787846 -1.551 2.031 -0.096
H -0.615126 4.605703 0.646016 -0.779 0.667 -0.143
H -1.602692 3.281982 1.311269 -0.374 0.137 -0.157
H 0.098139 3.448458 1.489634 0.146 -0.307 0.927
H -0.065220 5.200383 2.960810 -0.202 0.627 0.798
H -2.233726 6.190869 3.726722 0.023 0.935 -0.026
H -3.132139 5.496881 2.426657 -0.031 -0.736 0.035
H -1.951886 8.786549 2.469979 -0.027 -0.279 1.051
H -3.574593 7.968544 2.550574 0.251 -0.640 0.146
H -2.795280 8.603097 1.104422 -0.472 -0.507 -0.479
H -0.506946 3.058855 3.922416 0.233 0.175 -0.300
H -1.950071 3.226030 3.132496 -0.432 -1.591 1.104
```
Forces are in eV/Å.

Orbital gap: 9.50 eV
ΔE to the lowest compared entry with this formula, charge and spin: 4.197 eV
Highest occupied orbital energy: -8.956 eV
Net charge: 0
Electronic energy: -2952.8945 Eh